[1]
Density functional theory data (ωB97M-V/def2-TZVPD) for a 2-piece molecular cluster, C4H8N2O5S overall.

Each line ends with the Mulliken charge.
Atoms and positions in Å:
1 S -0.0563 -0.9793 -0.9124  1.495
2 O -1.2394 -1.9760 -1.2210  -0.389
3 O 1.1284 -1.7227 -1.1544  -0.693
4 O -0.2993 -0.8058 0.5192  -0.608
5 O 2.1607 0.9498 -0.1383  -0.557
6 O -0.3475 0.2363 -1.5965  -0.574
7 N 2.3652 -1.0284 1.3021  -0.044
8 N 1.4313 -0.2878 1.5373  -0.087
9 C 0.0605 2.9554 0.3008  -0.713
10 C 0.0731 1.7328 0.8233  0.003
11 C -2.5801 -1.4041 -0.9710  -0.546
12 C 1.2701 0.8264 0.6766  0.597
13 H 2.4448 -1.8156 1.8706  0.233
14 H -3.1811 -1.4987 -1.7830  0.303
15 H -0.6734 3.6878 0.4842  0.336
16 H 0.8417 3.2221 -0.5131  0.186
17 H -3.0196 -2.1201 -0.1129  0.176
18 H -2.4013 -0.2595 -0.7754  0.290
19 H 2.8524 -0.9400 0.4110  0.279
20 H -0.8303 1.2273 1.2528  0.312

LUMO = -1.7 eV
Multiplicity = 1
Energy = -1040.9483 Ha
ΔE to the lowest compared entry with this formula, charge and spin = 79.58 kcal per mole
HOMO = -0.3697 hartree

***

[2]
Density functional theory data (ωB97M-V/def2-TZVPD) for C24H33N8Pt as an isolated structure.

Each line ends with the Mulliken charge.
Atoms and positions in Å:
1 Pt 1.4493 -0.1676 -0.2610  1.816
2 N -0.5833 -0.2716 0.2365  -0.791
3 N 5.4318 1.2108 -0.7420  -0.553
4 N 3.1949 4.7355 0.1758  -0.459
5 N 3.5544 0.0250 -0.6586  0.100
6 N 2.0724 2.2847 0.0152  -0.069
7 N 5.6961 -0.0655 -0.9399  0.148
8 N 1.7257 -2.6632 -0.5064  -0.353
9 N 2.9294 -3.1629 0.0399  -0.677
10 C -3.4294 -1.0292 -2.9243  -1.394
11 C 4.5730 -0.7863 -0.8865  -0.242
12 C 1.9183 4.6018 0.4263  -0.450
13 C 1.8344 -1.0195 4.3478  -1.518
14 C -1.1343 -1.1355 -1.9255  -1.413
15 C 3.9510 3.7245 -0.1365  -0.404
16 C -1.9189 -0.9066 -3.2084  0.259
17 C -3.7859 0.0213 -1.8858  0.223
18 C -1.6630 0.4883 -3.7659  -1.232
19 C 3.3687 2.4458 -0.2428  0.133
20 C -1.9059 -1.1120 3.6238  -0.213
21 C 0.5325 -0.9254 3.6285  -0.699
22 C -3.1613 -1.3738 4.3634  -1.608
23 C -0.6766 -1.1731 4.2910  -0.488
24 C -1.9438 -0.8011 2.2638  -0.570
25 C 4.1320 1.2647 -0.5698  0.591
26 C -2.0262 1.5313 -2.7195  0.364
27 C -1.2348 1.3142 -1.4380  -1.156
28 C 1.3423 3.3258 0.3584  -0.380
29 C -1.5136 -0.0927 -0.8486  2.312
30 C -3.0206 -0.2125 -0.5846  -2.559
31 C -3.5329 1.4265 -2.4126  -1.382
32 C -0.7555 -0.5391 1.5428  2.014
33 C 0.4691 -0.5896 2.2907  -0.374
34 H -4.1217 1.6110 -3.3084  0.518
35 H -2.9118 -0.7799 1.7982  0.693
36 H 2.8431 -3.3658 1.0291  0.226
37 H 1.7711 -2.7705 -1.5206  0.366
38 H -0.6515 -1.4327 5.3378  0.429
39 H -2.2497 0.6420 -4.6710  0.578
40 H -4.8647 -0.0625 -1.6883  0.287
41 H -1.3374 -2.1333 -1.5358  0.403
42 H 2.4039 -0.0952 4.2553  0.380
43 H -3.8034 2.1805 -1.6737  0.475
44 H -0.0474 -1.0470 -2.1177  0.377
45 H 1.4114 -0.3239 1.7474  0.654
46 H 4.5193 -1.8529 -0.9798  0.521
47 H 6.6524 -0.3741 -1.0902  0.222
48 H 0.8920 -3.1514 -0.1620  0.294
49 H -1.8361 2.5406 -3.1028  0.312
50 H -3.9988 -0.8647 -3.8378  0.532
51 H 2.4490 -1.8251 3.9448  0.322
52 H -1.6474 -1.6732 -3.9417  0.335
53 H -3.3358 0.5326 0.1480  0.651
54 H -0.6062 0.5874 -4.0358  0.439
55 H 0.3022 3.1663 0.6060  0.461
56 H -0.1507 1.3972 -1.6370  0.360
57 H -3.7512 -0.4565 4.4343  0.375
58 H -3.6475 -2.0378 -2.5704  0.481
59 H -3.2542 -1.2139 -0.2205  0.646
60 H 1.6757 -1.2200 5.4020  0.445
61 H -1.5101 2.0684 -0.6995  0.215
62 H 5.0089 3.8786 -0.2988  0.506
63 H -3.7863 -2.1026 3.8462  0.397
64 H 1.3482 5.4888 0.6742  0.400
65 H 3.3083 -3.9691 -0.4544  0.297
66 H -2.9632 -1.7154 5.3747  0.428

LUMO = -12.6 eV
Charge = +3
Multiplicity = 1
Energy = -1490.6359 Ha
HOMO = -0.6517 hartree

***

[3]
Density functional theory data (ωB97M-V/def2-TZVPD) for C30H55ClFN3O9P2S3 as an isolated structure.

Each line ends with the Mulliken charge.
Atoms and positions in Å:
1 Cl 10.6284 -0.6340 5.3794  -0.214
2 S 2.9664 0.2880 3.2192  -0.298
3 S 4.8653 -3.0045 4.1057  0.131
4 S 5.7913 1.0345 2.9428  -0.141
5 P -2.4550 1.0975 -0.4446  0.975
6 P -9.2906 0.5287 -5.2013  1.080
7 F 10.8000 -3.0597 3.8879  -0.367
8 O -3.4015 0.9834 -1.7550  -0.360
9 O -8.2885 0.6411 -4.1055  -0.700
10 O -2.5919 -0.5080 -0.1130  -0.377
11 O -1.1763 1.3739 0.2695  -0.656
12 O -3.5933 1.7122 0.5534  -0.276
13 O -10.4937 -0.2239 -4.3685  -0.396
14 O -9.9188 2.0328 -5.3066  -0.301
15 O 8.7313 -6.2771 -0.5162  -0.380
16 O -9.8408 -0.0047 -6.6304  -0.362
17 N 6.1218 -3.8886 3.5719  -0.653
18 N 5.6269 -1.8079 4.8373  -0.366
19 N 3.7177 2.3596 1.7023  0.101
20 C 7.9803 -1.1489 5.1698  0.012
21 C 4.0452 1.3293 2.5499  0.186
22 C 5.8597 3.4935 0.9224  -1.149
23 C 2.3026 2.7621 1.7992  -1.100
24 C 5.8966 1.4349 4.7233  -0.800
25 C -1.1112 -1.7353 1.3425  -1.123
26 C 8.5527 -3.6204 3.6848  0.193
27 C 7.6751 0.0940 5.9659  -1.762
28 C -5.7751 0.5529 -1.2148  -0.710
29 C 6.9379 -2.0015 4.6846  0.184
30 C -10.4480 -0.6727 -1.9983  -1.183
31 C 8.8307 -4.9088 2.9547  -1.388
32 C 9.5069 -2.7697 4.1325  0.485
33 C -10.1715 -1.2123 -3.3857  -0.308
34 C 9.2452 -1.5597 4.8623  0.488
35 C 9.1247 -6.1772 0.8357  -0.548
36 C 7.2016 -3.2103 3.9536  0.801
37 C -11.2203 -0.2225 -6.9565  -0.149
38 C 4.6095 3.5419 1.8354  -0.405
39 C -3.8572 3.9448 -0.4059  -0.921
40 C -1.4222 -1.3314 -0.0821  -0.339
41 C 9.8272 -5.9681 -1.3670  -0.638
42 C -9.0579 3.1138 -5.6620  -0.287
43 C -3.5808 3.1103 0.8314  -0.260
44 C -8.5094 2.9730 -7.0700  -0.908
45 C 8.9125 -4.7579 1.4302  -0.315
46 C -11.9744 1.0426 -7.3054  -0.939
47 C 7.4074 1.3436 5.0988  -0.819
48 C -4.5118 0.0842 -1.9011  -0.169
49 C 1.8860 3.4167 3.1431  -0.990
50 H -12.2212 1.6181 -6.4145  0.262
51 H -0.1714 -2.2876 1.3949  0.370
52 H -5.7244 0.3979 -0.1376  0.306
53 H 9.7783 -5.3232 3.3128  0.474
54 H 6.8461 -0.1386 6.6434  0.454
55 H 8.5251 0.2935 6.6258  0.628
56 H -4.7010 0.0456 -2.9759  0.328
57 H 1.3110 4.3213 2.9280  0.325
58 H -9.3172 2.8374 -7.7888  0.152
59 H 8.0389 1.3574 4.2075  0.496
60 H -7.9349 3.8573 -7.3474  0.403
61 H 2.1324 3.5103 1.0164  0.479
62 H 10.6693 -6.6642 -1.2520  0.272
63 H -3.9369 5.0009 -0.1455  0.406
64 H -6.6297 -0.0142 -1.5878  0.297
65 H 2.7261 3.6691 3.7949  0.303
66 H 4.8807 3.7275 2.8783  0.127
67 H 8.0051 -5.5915 3.1757  0.480
68 H 1.2534 2.7196 3.6973  0.333
69 H -2.6246 3.3907 1.2815  0.208
70 H 4.0247 4.4054 1.5057  0.558
71 H -4.2563 -0.9310 -1.6108  0.230
72 H 7.9932 -4.3796 0.9722  0.341
73 H 10.1576 -6.5064 1.0223  0.298
74 H 5.8571 4.2909 0.1749  0.373
75 H -1.6298 -2.2186 -0.6855  0.328
76 H -4.3583 3.2864 1.5750  0.320
77 H 1.6127 1.9509 1.5680  0.574
78 H -10.1249 -1.3798 -1.2323  0.372
79 H -11.3893 1.6796 -7.9681  0.155
80 H -1.0400 -0.8623 1.9911  0.263
81 H 7.6171 2.2222 5.7162  0.337
82 H -8.2442 3.1939 -4.9364  0.235
83 H 5.9981 2.5051 0.4866  0.282
84 H -5.9521 1.6126 -1.3961  0.049
85 H -1.9082 -2.3636 1.7444  0.309
86 H -9.6544 4.0232 -5.5887  0.318
87 H -12.9124 0.7848 -7.8003  0.415
88 H 9.4438 -5.9584 -2.3876  0.262
89 H -9.9357 0.2761 -1.8381  0.257
90 H -11.7360 -0.7919 -6.1884  0.224
91 H -10.8019 -2.0835 -3.5797  0.333
92 H 6.7329 3.6926 1.5545  0.272
93 H -9.1337 -1.5334 -3.4773  0.341
94 H -3.0553 3.8339 -1.1425  0.290
95 H 5.2896 0.7293 5.2943  0.449
96 H -0.5715 -0.8211 -0.5341  0.344
97 H 10.2121 -4.9721 -1.0979  0.288
98 H -4.7826 3.6291 -0.8872  0.162
99 H 8.4754 -6.8495 1.4127  0.357
100 H -11.5150 -0.4832 -1.8705  0.352
101 H -11.2000 -0.8651 -7.8392  0.344
102 H 5.5258 2.4445 4.9258  0.645
103 H -7.8539 2.1003 -7.1516  0.291
104 H 9.7470 -4.1289 1.1006  0.351

LUMO = -0.4 eV
Multiplicity = 1
Energy = -4454.8950 Ha
HOMO = -0.2880 hartree

***

[4]
Density functional theory data (ωB97M-V/def2-TZVPD) for C18H16MgNPSe4 as an isolated structure.

Each line ends with the Mulliken charge.
Atoms and positions in Å:
1 Se -3.8108 -4.6070 0.4349  -0.095
2 Se -2.1819 -6.1004 1.1131  -0.094
3 Se -3.2733 -2.6987 1.6677  -0.502
4 Se -0.2455 -5.1759 0.1998  -0.471
5 P -0.2933 -0.1036 0.6941  0.630
6 Mg -0.8634 -2.7463 0.8414  0.876
7 N 1.4821 -2.4138 0.5960  -0.247
8 C -1.6067 -0.8214 -3.6652  -0.421
9 C 2.2224 1.2306 0.5829  -0.615
10 C -1.1972 3.2651 2.7750  -0.678
11 C 2.2320 -1.1763 0.5727  0.093
12 C -0.7504 -0.3303 -1.0615  0.178
13 C 3.6185 -1.1665 0.5077  -0.399
14 C -1.5120 4.1958 1.7947  -0.438
15 C 3.6067 1.2342 0.5220  -0.743
16 C 4.3062 0.0363 0.4843  -0.609
17 C -2.1036 -0.5646 -1.3304  -0.126
18 C -0.8531 1.9730 2.4126  -0.247
19 C -1.1250 2.5419 0.0894  0.046
20 C 0.1694 -0.3606 -2.1077  -0.271
21 C -0.2627 -0.6041 -3.4038  -0.729
22 C -0.8050 1.6066 1.0680  -0.095
23 C -1.4768 3.8328 0.4563  -0.706
24 C -2.5290 -0.7987 -2.6272  -0.699
25 C 1.5236 0.0270 0.6110  -0.050
26 H 1.6534 -2.9523 -0.2508  0.348
27 H -1.7936 5.2022 2.0759  0.390
28 H 1.6844 2.1693 0.6096  0.375
29 H -0.6221 1.2375 3.1751  0.409
30 H -1.7251 4.5584 -0.3076  0.406
31 H -1.0998 2.2682 -0.9579  0.428
32 H -1.9343 -1.0184 -4.6776  0.390
33 H 4.1619 -2.1041 0.4757  0.460
34 H 0.4582 -0.6289 -4.2112  0.411
35 H 1.2205 -0.1808 -1.9170  0.368
36 H 4.1431 2.1740 0.5006  0.421
37 H 5.3869 0.0399 0.4359  0.385
38 H 1.8186 -3.0174 1.3436  0.364
39 H -1.2302 3.5423 3.8204  0.398
40 H -3.5758 -0.9845 -2.8273  0.427
41 H -2.8171 -0.5804 -0.5149  0.434

LUMO = 0.0 eV
Multiplicity = 1
Energy = -10897.5756 Ha
HOMO = -0.2534 hartree

***

[5]
Density functional theory data (ωB97M-V/def2-TZVPD) for C34H46BCl5IrN6O as an isolated structure.

Each line ends with the Mulliken charge.
Atoms and positions in Å:
1 Ir 0.0737 0.0595 0.6473  1.174
2 Cl 1.7635 2.2664 5.3650  -0.122
3 Cl 1.8558 1.9076 2.3150  -0.007
4 Cl -0.7866 -2.4284 5.8434  -0.134
5 Cl -0.5579 -2.9447 2.9084  -0.091
6 Cl 0.3114 0.1483 7.1142  -0.111
7 O 0.8596 -2.8587 0.3005  -0.128
8 N -1.3565 0.4457 -2.0026  1.107
9 N -1.6297 -0.0308 -0.7526  0.075
10 N 1.0803 -0.1800 -1.9205  0.539
11 N -0.0858 2.0176 -0.0593  -0.356
12 N 1.6463 -0.1373 -0.6647  0.063
13 N 0.3076 2.1459 -1.3708  1.011
14 C 2.7367 -1.0051 -0.6658  -0.885
15 C 1.7696 -1.0351 -2.6861  0.165
16 C -4.9332 0.2312 0.6781  -1.300
17 C 0.0338 -2.0249 -4.1736  -1.125
18 C -3.4861 -0.0811 -1.9546  -0.902
19 C -3.0005 -0.9374 1.7523  -1.373
20 C 0.9840 0.7732 3.2757  0.687
21 C 0.3563 -0.3129 2.6412  -0.593
22 C -2.0573 0.4137 -5.3044  -1.567
23 C -0.9931 5.1116 1.9752  -2.028
24 C 0.2005 5.1627 -3.4314  -1.314
25 C -0.1266 -1.2109 4.8456  -0.111
26 C -0.0931 -1.3784 3.4647  1.403
27 C -2.4829 0.4355 -2.7437  0.277
28 C 1.6819 3.1914 -3.9718  -1.402
29 C -2.7214 1.0695 -4.0941  0.095
30 C -0.1872 3.2670 0.4768  -0.842
31 C -2.9476 -0.3426 -0.7009  -0.982
32 C 1.7900 -0.4143 -5.1505  -1.003
33 C 1.4596 -1.4717 -4.0872  0.092
34 C 3.7831 -1.3419 0.3735  0.551
35 C 2.8173 -1.5373 -1.9255  -0.813
36 C 1.1472 4.0942 -2.8624  0.375
37 C -0.7623 3.6098 1.8275  1.947
38 C -3.7830 -0.7657 0.4769  0.564
39 C 0.9988 0.9235 4.6492  -0.061
40 C 0.3851 -0.0497 5.4377  0.366
41 C 0.2254 -1.9539 0.4881  -0.350
42 C 5.1251 -0.7676 -0.1200  -1.538
43 C -2.4127 2.5666 -4.0403  -1.239
44 C 0.5567 3.4408 -1.6287  -0.337
45 C -2.0364 2.8086 2.0858  -1.229
46 C 0.2413 4.1615 -0.4820  -0.988
47 C 3.5361 -0.8660 1.7844  -1.256
48 B 0.0636 0.9269 -2.2994  0.468
49 H -4.5123 -0.2337 -2.2500  0.644
50 H 0.8798 2.7878 -4.5904  0.070
51 H -3.7967 0.9649 -4.2404  0.600
52 H -2.2260 -1.6787 1.6150  0.068
53 H -0.0467 5.9203 -2.6873  0.429
54 H 1.2355 0.5094 -5.0069  -0.184
55 H 2.2812 2.3647 -3.5819  0.169
56 H 5.3670 -1.1081 -1.1260  0.442
57 H 2.0018 4.6426 -2.4595  0.755
58 H 5.0901 0.3237 -0.1242  0.389
59 H -2.8172 3.0689 1.3665  0.439
60 H 4.2953 -1.2745 2.4524  0.530
61 H -2.4156 2.9972 3.0913  0.468
62 H -1.3416 2.7286 -3.9312  -0.246
63 H 0.1566 1.2212 -3.4367  -1.002
64 H -1.6896 5.4875 1.2223  0.448
65 H -2.9255 3.0489 -3.2044  0.440
66 H -0.1840 -2.3288 -5.1971  0.388
67 H -2.4104 0.9138 -6.2068  0.534
68 H 1.5524 -0.8098 -6.1378  0.436
69 H -0.7046 -1.2902 -3.8639  0.022
70 H -3.6468 -1.2791 2.5630  0.527
71 H -5.5989 0.2604 -0.1837  0.406
72 H -1.4156 5.3191 2.9581  0.455
73 H 3.5613 -2.2433 -2.2608  0.764
74 H -4.5436 1.2392 0.8433  0.188
75 H -1.8392 1.7387 1.9960  0.155
76 H 2.8544 -0.1729 -5.1315  0.374
77 H -5.5246 -0.0590 1.5480  0.441
78 H -4.2252 -1.7304 0.2146  0.446
79 H 3.6049 0.2146 1.8187  0.282
80 H 0.3157 5.2307 -0.3675  0.647
81 H 5.9251 -1.0833 0.5500  0.430
82 H -0.9705 0.5055 -5.2770  0.178
83 H -0.0727 -2.9042 -3.5333  0.345
84 H 2.5642 -1.1788 2.1673  0.098
85 H -0.7303 4.7254 -3.7876  0.139
86 H -2.5603 0.0093 2.0738  0.314
87 H 2.3196 3.7883 -4.6239  0.539
88 H -2.3193 -0.6417 -5.3844  0.390
89 H -0.0443 3.3323 2.5887  -0.254
90 H 3.8613 -2.4309 0.3778  0.490
91 H 2.1398 -2.3051 -4.2680  0.560
92 H -0.0584 5.6678 1.8929  0.443
93 H -2.7404 3.0460 -4.9635  0.569
94 H 0.6857 5.6619 -4.2710  0.463

LUMO (alpha / beta) = -8.7 / -8.6 eV
Charge = +2
Multiplicity = 2
Energy = -4156.5549 Ha
ΔE to the lowest compared entry with this formula, charge and spin = 54.07 kcal per mole
HOMO (alpha / beta) = -0.5354 / -0.5341 hartree

***

[6]
Density functional theory data (ωB97M-V/def2-TZVPD) for an isolated ion of composition C4H6O6S2 and charge -2.

Each line ends with the Mulliken charge.
Atoms and positions in Å:
1 S 1.8198 -0.0200 -0.5270  1.255
2 S -0.2605 1.2837 1.5794  1.225
3 O 2.4869 -0.9142 0.4142  -0.721
4 O 2.4190 1.3044 -0.6826  -0.695
5 O 0.3866 0.8620 2.7807  -0.729
6 O -1.6951 1.0446 1.6909  -0.722
7 O 0.1193 2.6548 1.1939  -0.680
8 O 1.6151 -0.7255 -1.8293  -0.733
9 C 0.1202 0.0888 0.1861  1.051
10 C -1.3112 -0.1974 -1.8133  -0.596
11 C -0.8052 0.5658 -0.8567  -0.798
12 C -0.1398 -1.3657 0.6360  -1.775
13 H 0.1198 -1.2373 1.6819  0.444
14 H -1.2356 -1.6047 0.6102  0.415
15 H -0.9405 1.6209 -0.7156  0.320
16 H 0.4524 -2.1862 0.0788  0.360
17 H -1.0546 -1.3341 -1.8306  0.187
18 H -2.0967 0.1601 -2.5971  0.194

LUMO = 6.3 eV
Charge = -2
Multiplicity = 1
Energy = -1403.8349 Ha
Structure (SMILES) = C=CC(C)(S(=O)(=O)[O-])S(=O)(=O)[O-]
ΔE to the lowest compared entry with this formula, charge and spin = 0.00 kcal per mole
HOMO = -0.0644 hartree

***

[7]
Density functional theory data (ωB97M-V/def2-TZVPD) for C5H8O as an isolated structure.

Each line ends with the Mulliken charge.
Atoms and positions in Å:
1 O -0.9292 -0.3122 0.6028  -0.399
2 C -0.5342 0.9816 0.0417  0.213
3 C 1.8343 0.3257 0.4926  -0.611
4 C -1.5487 -0.5558 -0.6085  -0.210
5 C 0.9450 1.1749 -0.0080  -0.280
6 C -1.2570 0.5848 -1.2304  -0.471
7 H 1.2686 2.0911 -0.5003  0.294
8 H 0.2884 -3.1212 1.1214  0.251
9 H -2.0730 -1.4901 -0.7779  0.397
10 H -1.4363 1.0388 -2.1918  0.355
11 H -1.0282 1.7746 0.6142  0.307
12 H 2.9008 0.5156 0.4163  0.266
13 H 1.5207 -0.5879 0.9870  0.160
14 H 0.0488 -2.4201 1.0408  -0.273

LUMO = 1.2 eV
Multiplicity = 1
Energy = -270.4228 Ha
ΔE to the lowest compared entry with this formula, charge and spin = 84.77 kcal per mole
HOMO = -0.3322 hartree